Model A:
A cluster of 2 separate species, C4H9N3O in total. Source: the OMol25 dataset; level of theory: wB97M-V/def2-TZVPD.

Cartesian coordinates (Å):
C  2.544  0.058  0.947
C  1.998  -0.326  -0.382
O  0.333  -1.092  -1.705
N  0.800  -0.712  -0.477
H  -0.686  -1.165  -1.516
H  2.660  -0.274  -1.249
H  3.369  -0.599  1.220
H  2.936  1.076  0.909
H  1.763  0.003  1.699
C  -1.757  -0.392  0.495
C  -1.975  1.854  -0.184
N  -1.393  0.917  0.411
N  -2.011  -1.130  -0.523
H  -2.267  -2.082  -0.281
H  -1.891  -0.704  1.538
H  -1.496  2.826  -0.199
H  -2.927  1.740  -0.703

## Properties
SMILES: [H]/N=C/N=C.C/C=N/O
HOMO in eV: -8.9
Kohn-Sham gap in eV: 9.50

Mulliken population analysis, charges in e, atoms 1 to 4: number 1, C, carries -0.9231; number 2, C, carries -0.1521; number 3, O, carries -0.4176; number 4, N, carries -0.1983

Model B:
The molecule C4H9N3O. Source: the OMol25 dataset; level of theory: wB97M-V/def2-TZVPD.

Cartesian coordinates (Å):
C  -1.501  1.235  -1.398
N  -0.700  0.878  -0.258
C  0.321  0.116  -0.331
N  0.788  -0.567  -1.422
N  1.131  -1.655  1.257
C  -0.213  0.323  1.943
C  0.911  -0.246  1.016
O  -1.006  -0.394  2.507
H  1.724  -0.918  -1.379
H  0.438  -0.297  -2.325
H  0.320  -2.029  1.746
H  1.250  -2.180  0.384
H  -0.130  1.400  2.146
H  1.834  0.320  1.177
H  -0.900  1.413  -2.304
H  -2.230  0.449  -1.611
H  -2.038  2.151  -1.148

## Properties
SMILES: C/N=C(\N)[C@H](N)C=O
HOMO in eV: -9.2
Kohn-Sham gap in eV: 9.86

Mulliken population analysis, charges in e, atoms 1 to 4: number 1, C, carries -0.9677; number 2, N, carries -0.3347; number 3, C, carries 0.4144; number 4, N, carries -0.4514

The structure with the least stability is model A.